1.
This record from OMol25 describes 2 unconnected molecules or ions with the total composition C2H4N2. The level of theory is ωB97M-V/def2-TZVPD.

Last columns: bonded neighbours and bond lengths (Å).
CARTESIAN COORDINATES (ANGSTROEM)
1 C 0.989 1.232 0.372  C2 1.323, H3 1.090, H4 1.095
2 C 0.361 0.072 0.468  C1 1.323, H5 1.104, H6 1.161
3 H 1.364 1.692 1.286  C1 1.090
4 H 1.191 1.844 -0.513  C1 1.095
5 H 0.326 -0.394 1.468  C2 1.104
6 H -0.209 -0.532 -0.343  C2 1.161
7 N -1.605 -1.627 -1.550  N8 1.107
8 N -2.417 -2.287 -1.188  N7 1.107

Computed properties:
LUMO energy: 1.45 eV
highest occupied orbital energy: -10.17 eV
Kohn-Sham gap: 11.62 eV
SMILES: C=C.N#N
relative energy (zero: lowest compared OMol25 entry of this formula, charge and spin): 0.273 eV

Löwdin atomic charge list, values in e, 5 entries: C -0.099; C -0.104; H 0.042; H 0.047; H 0.047

---

2.
This record from OMol25 describes 2 unconnected molecules or ions with the total composition C9H17F. The level of theory is ωB97M-V/def2-TZVPD.

Last columns: bonded neighbours and bond lengths (Å).
CARTESIAN COORDINATES (ANGSTROEM)
1 C 3.941 -0.264 0.496  C2 1.301, H11 1.090, H12 1.026
2 C 3.146 -1.256 0.215  C1 1.301, F10 1.400, H14 1.121
3 C 0.647 1.062 -1.123  C8 1.348, H13 1.130, H15 1.087
4 C -0.376 2.198 0.791  C8 1.493, H16 1.069, H17 0.993, H18 1.033
5 C -0.633 -0.849 1.783  C9 1.586, H19 1.087, H20 1.097, H21 1.126
6 C -0.644 -1.328 -0.692  C9 1.532, H22 1.080, H23 1.007, H24 1.116
7 C -2.524 0.143 0.115  C9 1.556, H25 1.103, H26 1.046, H27 1.084
8 C -0.128 0.972 -0.023  C3 1.348, C4 1.493, C9 1.608
9 C -1.050 -0.289 0.359  C5 1.586, C6 1.532, C7 1.556, C8 1.608
10 F 3.094 -1.636 -1.131  C2 1.400
11 H 4.445 0.276 -0.304  C1 1.090
12 H 4.259 0.130 1.388  C1 1.026
13 H 1.375 1.914 -1.270  C3 1.130
14 H 2.704 -1.950 0.976  C2 1.121
15 H 1.019 0.174 -1.626  C3 1.087
16 H 0.533 2.619 1.165  C4 1.069
17 H -1.040 1.948 1.485  C4 0.993
18 H -0.711 2.946 0.161  C4 1.033
19 H -1.196 -0.502 2.646  C5 1.087
20 H -0.918 -1.905 1.694  C5 1.097
21 H 0.421 -0.572 2.065  C5 1.126
22 H -1.032 -0.917 -1.613  C6 1.080
23 H 0.320 -1.612 -0.623  C6 1.007
24 H -1.225 -2.235 -0.401  C6 1.116
25 H -3.076 -0.807 0.221  C7 1.103
26 H -2.455 0.634 -0.806  C7 1.046
27 H -2.829 0.884 0.845  C7 1.084

Computed properties:
LUMO energy: 0.88 eV
highest occupied orbital energy: -9.03 eV
Kohn-Sham gap: 9.91 eV
SMILES: C=C(C)C(C)(C)C.C=CF
relative energy (zero: lowest compared OMol25 entry of this formula, charge and spin): 0.289 eV

Löwdin atomic charge list, values in e, 5 entries: C 0.023; C -0.197; C 0.024; C -0.053; C -0.032

---

Q: Which value of relative energy (zero: lowest compared OMol25 entry of this formula, charge and spin) does entry 2 give?
A: 0.289 eV

---

Q: Among the records above, which one has the lowest Kohn-Sham gap?
A: C9H17F

---

Q: Among the records above, which one has the lowest relative energy (zero: lowest compared OMol25 entry of this formula, charge and spin)?
A: C2H4N2